DFT (ωB97M-V with the def2-TZVPD basis set) results for 15 unconnected molecules or ions with the total composition C39H116N22O15 at a distorted geometry.

As for the total energy: -105819.1473 eV. As for the HOMO energy: -8.56 eV. The energy relative to the best compared isomer or geometry (same formula, charge and spin) comes out at 65.6 kcal per mole.

```
192
Properties=species:S:1:pos:R:3:lowdin_charge:R:1
C 5.43303 0.68683 3.06915 -0.642
O 5.89902 1.35808 4.00699 -0.029
N 6.09409 0.47683 1.91186 0.173
N 4.13701 0.26012 3.00884 0.175
H 5.64611 -0.15606 1.26432 0.054
H 7.09393 0.55221 1.85793 0.107
H 3.52659 0.74881 3.65064 0.056
H 3.75740 0.15522 2.07606 0.044
C 2.51199 4.06527 -3.96038 -0.668
O 2.84224 5.21501 -3.67417 0.002
N 2.83679 3.50124 -5.15417 0.162
N 1.65500 3.34787 -3.15673 0.151
H 2.47508 2.59028 -5.36552 0.061
H 3.22820 4.05868 -5.88709 0.099
H 1.55754 3.89201 -2.29813 0.057
H 1.45360 2.36477 -3.31963 0.050
C 1.06816 4.66564 0.38533 -0.614
O 1.79355 4.32549 -0.56560 -0.022
N 1.33986 4.22905 1.65231 0.185
N 0.08641 5.56831 0.28626 0.190
H 0.67718 4.38381 2.38881 0.092
H 2.08375 3.56406 1.77737 0.089
H -0.31152 5.79990 -0.60748 0.112
H -0.43770 5.85006 1.09475 0.086
C 5.81055 -1.58068 -1.36272 -0.638
O 5.24208 -1.53339 -0.27425 -0.007
N 6.15950 -0.39963 -1.99886 0.165
N 6.49281 -2.67594 -1.80722 0.163
H 5.50108 0.36081 -1.82029 0.055
H 6.53253 -0.50799 -2.92760 0.090
H 6.47470 -3.51086 -1.25220 0.106
H 6.99557 -2.61596 -2.67010 0.094
C 5.17969 2.84833 -0.72700 -0.656
O 4.75978 2.24016 -1.72325 -0.022
N 4.33848 3.56120 0.05920 0.167
N 6.49296 2.90679 -0.36999 0.166
H 3.34944 3.70112 -0.17400 0.045
H 4.66457 4.00912 0.89820 0.102
H 6.57321 3.44300 0.47614 0.093
H 7.26737 2.72753 -0.97369 0.104
C -2.39559 -3.07534 -2.47621 -0.668
O -1.27151 -3.57497 -2.51716 0.000
N -3.47549 -3.55588 -3.13125 0.163
N -2.63087 -1.80856 -1.99604 0.159
H -4.36811 -3.12120 -2.96890 0.089
H -3.47350 -4.47217 -3.54151 0.104
H -3.33910 -1.27645 -2.49899 0.036
H -1.92754 -1.38943 -1.41178 0.078
C -4.84682 0.77739 -2.37148 -0.637
O -4.64231 -0.22346 -3.06320 -0.013
N -3.89632 1.76793 -2.28339 0.181
N -5.97431 1.02835 -1.67060 0.190
H -3.05359 1.52131 -2.79922 0.050
H -3.73767 2.17866 -1.37533 0.061
H -5.99345 1.79481 -1.02297 0.078
H -6.72013 0.35675 -1.67873 0.106
C 1.80829 -1.35664 -0.16706 -0.043
C 1.62691 0.18488 -0.21197 -0.392
C 0.39330 0.62760 0.58635 -0.202
O -0.74403 0.47062 -0.22526 -0.192
C -1.91970 0.80442 0.51908 -0.081
N 2.84950 0.75526 0.35505 0.067
H 2.56388 -1.75853 -0.83422 0.051
H 0.83130 -1.82280 -0.30911 0.073
H 2.15449 -1.50314 0.86081 0.083
H 1.49439 0.43587 -1.27285 0.123
H 0.47700 1.67469 0.91363 0.108
H 0.47629 0.09773 1.54861 0.131
H -2.00058 1.89858 0.57507 0.084
H -1.93231 0.28183 1.47349 0.051
H -2.78117 0.55301 -0.10039 0.065
H 3.67070 0.33322 -0.07671 0.052
H 2.90546 1.68240 -0.06381 0.045
C -5.07719 6.60090 -0.69463 -0.035
C -3.96784 6.11096 0.25610 -0.436
C -3.49193 4.69798 -0.05273 -0.191
O -4.59580 3.79005 -0.09444 -0.180
C -5.06444 3.40140 1.17376 -0.144
N -2.86193 7.04493 0.36606 0.043
H -4.73469 6.38756 -1.71232 0.086
H -5.31498 7.66213 -0.70950 0.075
H -5.94717 5.98304 -0.47239 0.074
H -4.31125 5.99315 1.29060 0.108
H -2.68641 4.38850 0.62095 0.104
H -3.06293 4.59328 -1.05600 0.131
H -4.27414 3.00031 1.82366 0.042
H -5.76974 2.57014 1.12538 0.101
H -5.51272 4.20577 1.76418 0.092
H -2.73937 7.64311 -0.44173 0.079
H -3.03737 7.68330 1.13065 0.076
C -1.54909 1.10138 -5.56607 -0.052
C -1.04350 0.64005 -4.20646 -0.395
C 0.30368 -0.11553 -4.19058 -0.149
O 1.35954 0.84925 -4.41097 -0.245
C 2.58260 0.12137 -4.49437 -0.093
N -1.07692 1.70090 -3.18378 0.057
H -0.77852 1.69316 -6.06961 0.076
H -2.42272 1.74649 -5.48785 0.076
H -1.80687 0.23618 -6.17700 0.080
H -1.87150 -0.00798 -3.90300 0.110
H 0.31075 -0.92753 -4.91821 0.129
H 0.45922 -0.45313 -3.16360 0.113
H 3.48028 0.72868 -4.58600 0.087
H 2.49359 -0.57934 -5.33050 0.094
H 2.74773 -0.51275 -3.61373 0.078
H -1.22961 1.37581 -2.23668 0.047
H -0.19098 2.18167 -3.10295 0.033
C -4.42144 3.45315 5.34033 -0.048
C -3.36048 3.59154 4.21519 -0.333
C -3.01400 2.26393 3.54483 -0.216
O -2.33777 1.41537 4.44448 -0.182
C -2.36627 0.05807 4.03142 -0.095
N -4.03629 4.34495 3.12660 -0.035
H -5.11234 2.60413 5.32146 0.081
H -5.17301 4.24109 5.26015 0.066
H -3.94723 3.53451 6.32014 0.075
H -2.52868 4.18588 4.58435 0.137
H -2.29741 2.42084 2.72716 0.113
H -3.92642 1.88115 3.07245 0.113
H -3.42681 -0.21706 3.98970 0.063
H -1.92909 -0.65066 4.73156 0.106
H -1.86953 -0.02266 3.05892 0.055
H -4.52117 5.19608 3.37706 0.088
H -4.80764 3.76569 2.80298 -0.008
C 4.16776 -7.82447 -3.14025 -0.072
C 3.41799 -6.65756 -3.75042 -0.473
C 4.08375 -5.27837 -3.60808 -0.219
O 3.27857 -4.29433 -4.18966 -0.201
C 2.20508 -3.81208 -3.40447 -0.081
N 2.94663 -6.96689 -5.08699 0.054
H 4.35278 -7.66635 -2.07806 0.074
H 5.08900 -8.03829 -3.69891 0.074
H 3.62767 -8.76348 -3.26697 0.073
H 2.57146 -6.59412 -3.04769 0.120
H 5.05651 -5.37635 -4.11055 0.124
H 4.32084 -4.97176 -2.58196 0.116
H 1.80626 -2.84691 -3.71930 0.068
H 2.55872 -3.49297 -2.41378 0.078
H 1.46731 -4.61248 -3.41464 0.086
H 3.74040 -6.69851 -5.67586 0.079
H 2.24086 -6.30432 -5.39451 0.070
C 0.74784 -9.43832 -0.18294 -0.071
C 1.32172 -8.07939 0.18970 -0.430
C 0.44080 -7.30338 1.19382 -0.212
O 0.98255 -6.01339 1.42064 -0.191
C 0.56251 -5.07227 0.43153 -0.088
N 2.63901 -8.34803 0.78276 0.039
H -0.31836 -9.47346 -0.42560 0.076
H 0.79979 -10.07500 0.70734 0.075
H 1.26794 -9.95137 -0.99012 0.076
H 1.32688 -7.44006 -0.69650 0.114
H 0.45306 -7.75593 2.18961 0.128
H -0.59173 -7.25744 0.82597 0.122
H 0.69652 -5.48549 -0.57107 0.072
H 1.20547 -4.20559 0.55595 0.077
H -0.49408 -4.79195 0.45519 0.085
H 2.81414 -7.64953 1.50430 0.067
H 2.54190 -9.18166 1.35575 0.060
C 2.49493 4.55939 6.09412 -0.072
C 3.38100 3.32032 5.95063 -0.412
C 2.71809 1.95658 5.72862 -0.203
O 2.04529 1.84962 4.48740 -0.222
C 0.64751 2.04495 4.56382 -0.096
N 4.30729 3.52954 4.83455 0.036
H 1.60244 4.29923 6.66356 0.069
H 2.24561 5.03306 5.13806 0.066
H 3.03336 5.40716 6.52316 0.073
H 3.98445 3.25652 6.86103 0.137
H 2.20580 1.44105 6.55522 0.130
H 3.54879 1.24177 5.65443 0.115
H 0.40289 2.98981 5.05111 0.084
H 0.18906 1.23773 5.14863 0.086
H 0.15775 1.90335 3.59995 0.069
H 3.73230 3.50164 3.99218 0.050
H 4.90287 2.69919 4.64743 0.026
C -3.76392 -2.31365 2.48178 -0.061
C -4.60518 -1.98549 1.26762 -0.391
C -5.89259 -2.83278 1.19404 -0.176
O -6.59078 -2.35551 0.04176 -0.211
C -7.32766 -3.32134 -0.64605 -0.123
N -4.97849 -0.53818 1.38514 0.061
H -3.69203 -3.37254 2.73114 0.088
H -4.06362 -1.72717 3.35224 0.050
H -2.75175 -1.94791 2.27961 0.072
H -4.05208 -2.12928 0.33960 0.119
H -6.49056 -2.73057 2.10591 0.134
H -5.66201 -3.88491 1.00352 0.125
H -8.25524 -2.89534 -1.03269 0.087
H -7.59513 -4.19650 -0.04328 0.087
H -6.82554 -3.78804 -1.50524 0.083
H -5.18287 -0.29102 2.34496 0.054
H -5.84876 -0.60424 0.85879 0.047
```